The following is a quantum chemistry calculation of C26H42N2O16S as an isolated structure at a distorted geometry, from the OMol25 dataset.

Atoms and positions in Å:
C (1.93800, -3.51113, -6.47232)
C (2.92439, -4.08530, -5.36378)
O (2.29360, -3.86042, -4.10169)
S (1.66583, -2.45935, -4.26540)
O (2.66846, -1.48496, -3.88960)
O (0.36571, -2.46354, -3.68631)
O (1.50345, -2.35163, -5.78634)
H (1.09704, -4.14592, -6.76322)
H (2.58421, -3.18371, -7.25146)
H (3.88897, -3.61053, -5.35079)
H (3.05780, -5.16377, -5.44135)
C (3.15789, 2.00543, 3.62067)
C (2.07994, 2.98460, 3.13533)
C (0.71725, 2.47979, 3.53552)
C (-0.46901, 3.24293, 3.15814)
N (-1.36621, 3.85924, 2.78685)
H (3.26952, 1.93698, 4.71750)
H (4.10817, 2.35437, 3.23532)
H (3.00113, 0.97718, 3.26576)
H (2.09742, 3.07718, 2.06384)
H (2.20500, 3.97450, 3.56301)
H (0.64227, 2.27530, 4.61100)
H (0.60026, 1.50905, 3.04091)
C (-0.79844, -1.44836, 0.56125)
C (0.26040, -1.22805, -0.54940)
C (0.16430, 0.15822, -1.15817)
C (0.46431, 1.20084, -0.16675)
N (0.78604, 2.02356, 0.58305)
H (-0.65315, -0.73998, 1.38298)
H (-0.75276, -2.45764, 0.93609)
H (-1.78891, -1.31012, 0.12777)
H (0.07372, -1.93112, -1.36212)
H (1.25735, -1.42068, -0.15162)
H (-0.86203, 0.32668, -1.51800)
H (0.86147, 0.34857, -1.98179)
C (-3.88173, 0.40484, 6.34018)
C (-3.13777, 0.89577, 5.11029)
C (-1.91619, 0.12207, 4.59651)
O (-2.60163, -0.90307, 3.79613)
C (-3.76288, -0.36579, 3.32163)
O (-4.43022, -0.82373, 2.44902)
O (-4.00584, 0.79167, 3.99653)
H (-3.21571, 0.51294, 7.20934)
H (-4.14442, -0.65157, 6.30299)
H (-4.80268, 0.93290, 6.56412)
H (-2.90134, 1.96639, 5.17499)
H (-1.38331, -0.37858, 5.39517)
H (-1.20969, 0.71066, 4.03361)
C (4.53671, -0.73571, 1.40761)
C (4.37889, 0.52063, 0.61754)
C (5.60084, 1.15398, -0.07917)
O (5.01441, 1.65035, -1.34540)
C (3.78673, 1.14041, -1.55476)
O (3.06093, 1.45036, -2.46014)
O (3.49554, 0.22364, -0.54074)
H (5.47972, -1.20799, 1.09798)
H (3.67343, -1.36801, 1.23567)
H (4.68319, -0.54003, 2.47397)
H (3.87461, 1.26748, 1.22385)
H (6.43291, 0.47034, -0.33385)
H (6.00435, 2.03531, 0.41293)
C (-5.12377, -3.95738, 2.91339)
C (-5.49808, -3.92371, 1.44156)
C (-4.71326, -2.94722, 0.52480)
O (-4.72629, -3.62854, -0.71447)
C (-4.83722, -4.98561, -0.49593)
O (-4.72079, -5.89135, -1.26462)
O (-5.24473, -5.19392, 0.78959)
H (-5.54007, -4.82541, 3.41262)
H (-5.42604, -3.06107, 3.45268)
H (-4.01729, -3.96902, 3.04519)
H (-6.58585, -3.73300, 1.35735)
H (-3.69028, -2.96981, 0.85386)
H (-5.05827, -1.92349, 0.43018)
C (0.31389, 2.92651, -3.54889)
C (-0.12660, 4.03297, -4.42883)
C (0.79984, 5.19588, -4.61848)
O (0.48763, 5.65977, -5.95449)
C (-0.08923, 4.61693, -6.62479)
O (-0.24561, 4.61562, -7.79244)
O (-0.43152, 3.64860, -5.82551)
H (0.57273, 3.30159, -2.54349)
H (1.23648, 2.48957, -3.94644)
H (-0.41890, 2.11193, -3.37576)
H (-1.09159, 4.43184, -4.06503)
H (1.82226, 4.86275, -4.69836)
H (0.68034, 5.96212, -3.83450)

## Properties
HOMO level	-10.456	eV
E_LUMO	0.00779	Eh
max |F|	4.63	eV Å⁻¹
multiplicity	1